Entry from the Open Molecules 2025 dataset: 24 unconnected molecules or ions with the total composition C29H81BF2N2O25 in a non-equilibrium geometry (the ωB97M-V functional and the def2-TZVPD basis).

The calculation puts the calculated total energy at -91666.307 eV. Its HOMO-LUMO gap is 8.552 eV. The calculation puts the max |F| at 2.50 eV/A.

Structure (ORCA input):
```
! wB97M-V def2-TZVPD RIJCOSX def2/J DEFGRID3
* xyz 0 1
C 1.6671 2.9208 4.6385
C 1.3926 3.3787 3.5558
C 1.0867 3.8150 2.1507
C 1.6059 2.6814 1.2273
C 2.7425 2.8971 0.4731
F 3.4024 4.0888 0.5211
C 3.2349 1.8798 -0.3951
B 4.5488 2.2554 -1.2532
C 5.9903 2.3238 -0.6010
O 4.3693 2.5466 -2.5874
C 2.5780 0.6557 -0.4542
C 3.0617 -0.4876 -1.3357
F 4.4171 -0.7696 -1.0564
C 2.9078 -0.2526 -2.8489
C 2.9981 -1.6447 -3.5451
C 1.3984 0.4398 0.3401
N 0.7619 -0.7725 0.2308
C -0.3263 -0.8973 0.9500
C -1.1041 -2.1969 0.8504
C -0.3063 -3.4656 1.1961
C 1.0168 -3.4425 1.6585
C 1.6459 -4.6682 1.9398
C 0.9792 -5.8746 1.7516
C -0.3514 -5.9058 1.3077
C -0.9825 -4.6914 1.0275
C -0.8086 0.1849 1.8033
O -1.9776 -0.0338 2.4728
C -3.0496 0.7663 1.9267
C -3.4227 0.3877 0.4744
C -3.9436 1.7292 -0.1891
C -4.5959 -0.6104 0.4578
C -4.7914 -1.4181 -0.8689
C -4.0244 -0.8840 -2.0995
C -4.4754 -2.9430 -0.7335
N -0.2436 1.3546 1.9575
C 0.8903 1.4479 1.1958
H 2.0544 2.3349 5.4530
H 0.0065 3.9725 2.0355
H 1.6411 4.7477 1.9896
H 5.8441 2.6699 0.4336
H 6.3971 1.3018 -0.6436
H 6.6126 3.0238 -1.1695
H 3.4375 2.6940 -2.7924
H 2.5270 -1.4195 -1.1125
H 1.9275 0.1567 -3.1318
H 3.7603 0.3227 -3.2262
H 2.3484 -2.3865 -3.0379
H 4.0215 -2.0482 -3.5065
H 2.7341 -1.5833 -4.6064
H -1.4061 -2.2954 -0.2109
H -2.0455 -2.1803 1.4137
H 1.5345 -2.4960 1.7821
H 2.6714 -4.6144 2.3137
H 1.5245 -6.7968 1.9705
H -0.8670 -6.8557 1.1612
H -2.0090 -4.6665 0.6552
H -2.7832 1.8336 2.0223
H -3.9180 0.6168 2.5876
H -2.5595 0.0809 -0.1260
H -4.1543 2.4918 0.5774
H -3.1151 2.1554 -0.7826
H -4.8056 1.5368 -0.8356
H -5.5582 -0.1526 0.7306
H -4.3915 -1.3611 1.2501
H -5.8589 -1.3599 -1.1261
H -4.1765 -1.6111 -2.9158
H -4.3340 0.1042 -2.4417
H -2.9316 -0.8555 -1.9452
H -4.4131 -3.2737 0.3133
H -5.2804 -3.5050 -1.2360
H -3.5547 -3.2285 -1.2708
O 2.5274 -0.5501 3.5483
H 2.5056 0.3590 3.8700
H 2.2695 -0.4579 2.6274
O 0.8371 -1.9105 -6.0476
H 1.2018 -2.3940 -6.8011
H -0.0755 -1.7323 -6.3024
O -1.6358 4.0985 5.5555
H -0.9253 3.6698 5.0562
H -1.1720 4.5900 6.2443
O 2.6216 -4.4766 -2.9329
H 1.8309 -5.0246 -2.8581
H 3.1345 -4.6929 -2.1463
O -0.9918 -7.7361 -1.6536
H -1.1690 -7.0292 -1.0227
H -1.8664 -8.0314 -1.9263
O 2.0962 -4.4288 -6.1365
H 1.5112 -3.7678 -5.7457
H 2.8203 -4.4984 -5.5032
O -6.6759 0.3733 -2.6286
H -7.3428 -0.0423 -3.1930
H -6.6206 1.2775 -2.9554
O 9.0807 2.1912 -1.0832
H 9.7728 2.8156 -1.3228
H 9.1790 1.4760 -1.7227
O 0.7528 -4.8811 4.9634
H 0.7297 -3.9779 5.2960
H 0.5232 -4.7937 4.0297
O -0.9102 4.1846 -0.8702
H -0.1311 4.7431 -0.8545
H -0.5453 3.2961 -0.7834
O -8.9681 -1.3807 -3.3043
H -9.1089 -2.2548 -3.6824
H -9.8552 -1.0239 -3.1908
O -4.5002 3.7227 6.9511
H -5.0560 4.4908 7.1191
H -3.7846 4.0648 6.4031
O -3.8862 -6.1567 0.6326
H -4.1022 -6.9600 1.1190
H -4.2668 -5.4508 1.1659
O 5.3698 -0.5271 -5.4243
H 5.1979 0.4169 -5.4793
H 6.3262 -0.5808 -5.3307
O 6.2603 0.7555 -7.7858
H 6.0718 -0.1120 -8.1583
H 5.3906 1.1418 -7.6471
O -2.8757 4.5184 3.0166
H -3.6473 3.9476 3.0861
H -2.3754 4.3532 3.8289
O 10.1745 -0.8124 -1.3439
H 9.3938 -1.3740 -1.2923
H 10.6664 -1.0179 -0.5427
O 1.6425 6.3570 -0.5211
H 2.4491 6.8820 -0.5054
H 1.9536 5.4524 -0.4072
O -2.9527 6.8316 6.3879
H -2.2745 7.4560 6.1095
H -2.8425 6.0886 5.7857
O -1.5663 7.0253 1.8810
H -1.8246 6.2283 2.3609
H -1.9228 7.7465 2.4129
O -1.3073 -8.0458 3.7504
H -0.5291 -7.4767 3.7749
H -0.9506 -8.9359 3.8342
O -1.8819 0.7360 -3.8050
H -2.0853 1.6748 -3.8819
H -0.9269 0.7115 -3.6809
O -2.9491 8.7678 4.2088
H -3.1463 9.5132 4.7855
H -3.8157 8.4295 3.9576
*
```

=====

Entry from the Open Molecules 2025 dataset: 13 unconnected molecules or ions with the total composition C29H84N2O13 in a non-equilibrium geometry (the ωB97M-V functional and the def2-TZVPD basis).

The calculation puts the calculated total energy at -61021.342 eV. The energy relative to the best compared isomer or geometry (same formula, charge and spin) is 0.804 eV. Its HOMO-LUMO gap is 9.024 eV. The calculation puts the max |F| at 12.86 eV/A.

Structure (ORCA input):
```
! wB97M-V def2-TZVPD RIJCOSX def2/J DEFGRID3
* xyz 0 1
C 0.9055 3.6669 2.6011
O 1.3435 2.9179 3.7491
H 1.3215 4.6839 2.5261
H -0.1955 3.7029 2.7441
H 0.9495 3.0469 1.7501
H 0.6155 2.4959 4.2641
C 2.2895 0.2469 2.2991
O 2.1135 -1.1211 2.3001
H 2.6095 0.6069 3.2341
H 1.4115 0.6979 2.0691
H 2.9905 0.5659 1.5751
H 1.2465 -1.2061 2.7261
C 0.1725 1.2269 -3.4259
O -0.4495 0.0209 -3.5939
H -0.5335 1.9779 -3.1599
H 0.6895 1.5859 -4.2379
H 0.8375 1.1289 -2.5289
H -0.7025 -0.2061 -2.6789
C -3.9395 -2.9781 -1.9499
O -3.7505 -1.6941 -2.3809
H -4.6955 -3.1651 -1.1709
H -2.9905 -3.3691 -1.6659
H -4.2655 -3.5531 -2.7889
H -4.0375 -1.0481 -1.6989
C -0.1995 -0.0691 -0.4499
O -0.0545 1.2719 -0.3109
N 0.7125 -0.9201 -0.1129
N -1.2735 -0.5091 -0.9629
H 1.5275 -0.5671 0.4071
H 0.7215 -1.9361 -0.4019
H -2.0875 0.0779 -1.0129
H -1.3295 -1.5001 -1.1879
C 2.7045 4.1769 -2.8559
C 2.5605 3.3679 -1.5959
C 3.4605 2.1199 -1.4909
O 2.6535 3.9999 -0.5549
H 2.1175 5.0609 -2.8619
H 2.3215 3.6149 -3.6299
H 3.7625 4.3499 -2.9959
H 1.5785 2.9109 -1.5099
H 4.5215 2.3619 -1.6319
H 3.3185 1.3639 -2.2349
H 3.3255 1.5029 -0.6069
H 2.4515 3.4119 0.1651
C -3.9735 2.8629 -1.0269
C -4.5125 1.5419 -1.5659
C -4.0625 1.2719 -2.9799
O -4.2425 0.5209 -0.9039
H -2.9495 3.1279 -1.1049
H -4.2135 2.8629 0.0501
H -4.6305 3.6299 -1.3979
H -5.5905 1.6129 -1.7269
H -3.0435 0.9649 -3.0679
H -4.1435 2.2039 -3.6399
H -4.6205 0.5569 -3.5879
H -4.9695 0.3789 -0.2919
C -3.0485 2.9499 3.6811
C -3.0975 1.5789 3.0871
C -2.0785 1.5059 1.9531
O -2.8455 0.6799 3.9011
H -3.2255 3.8469 3.0981
H -2.0455 3.1099 4.1571
H -3.6975 3.0139 4.5561
H -4.0725 1.3789 2.6561
H -1.0055 1.6489 2.2241
H -2.3935 2.1749 1.1231
H -2.1325 0.5439 1.4681
H -2.9785 -0.1521 3.5081
C 5.4495 -0.9401 1.7391
C 5.4705 -1.8541 0.4731
C 4.4235 -1.4231 -0.6449
O 6.5825 -1.9141 -0.1089
H 5.5115 0.1029 1.6471
H 6.2455 -1.2091 2.4361
H 4.5685 -1.1491 2.3831
H 5.3995 -2.8791 0.8111
H 4.7685 -1.8701 -1.5379
H 4.5845 -0.3951 -0.9379
H 3.3825 -1.6611 -0.5059
H 6.6065 -2.7081 -0.6389
C -0.7715 4.8119 0.1461
C 0.1105 6.0159 -0.2079
C -0.6035 7.3429 -0.0649
O 1.2075 6.0889 0.4201
H -1.0105 4.8919 1.2101
H -0.3335 3.8369 -0.1139
H -1.7665 4.7919 -0.4099
H 0.4145 6.0229 -1.2539
H 0.0335 8.0709 -0.4779
H -0.9875 7.7369 0.9481
H -1.5515 7.2069 -0.6569
H 1.7645 5.4249 0.0611
C -1.3095 -3.5451 2.4601
C -2.0205 -2.2241 2.4531
C -2.9735 -2.2961 1.2331
O -2.7195 -1.9671 3.4631
H -0.4035 -3.5401 3.0951
H -1.0805 -3.8641 1.4731
H -2.0205 -4.3441 2.7641
H -1.2725 -1.4541 2.2691
H -3.6275 -1.3731 1.0411
H -3.6675 -3.0871 1.2961
H -2.3585 -2.4821 0.3461
H -3.3195 -2.7131 3.6101
C 2.0745 -4.1361 0.9061
C 1.9255 -5.6581 0.7721
C 1.3185 -6.3911 1.9781
O 1.2305 -5.9971 -0.1979
H 1.1095 -3.6611 1.1401
H 2.5275 -3.6621 0.0011
H 2.6795 -3.8851 1.7241
H 2.9215 -6.0501 0.6691
H 1.2895 -7.4661 1.8661
H 0.2495 -6.1231 2.1771
H 1.8435 -6.2461 2.9111
H 0.3225 -5.9181 -0.0489
C 1.4795 -4.3051 -2.7499
C 0.4475 -3.2381 -2.4239
C -0.6125 -3.3311 -3.4649
O -0.0265 -3.2671 -1.3079
H 1.0325 -5.2751 -2.7869
H 2.1575 -4.3101 -1.8969
H 2.0935 -4.1541 -3.6349
H 1.0185 -2.2811 -2.4699
H -0.1915 -3.1571 -4.4529
H -1.4485 -2.6411 -3.2459
H -1.0795 -4.2601 -3.4959
H -0.2435 -4.1721 -1.0819
*
```